(1)
{
  "formula": "C7H12N",
  "method": "the ωB97M-V functional and the def2-TZVPD basis",
  "symbols": ["C", "C", "C", "C", "C", "C", "C", "N", "H", "H", "H", "H", "H", "H", "H", "H", "H", "H", "H", "H"],
  "xyz": [[0.0719, -1.4293, -1.3281], [-1.7513, -0.0176, 0.4506], [-1.5673, -1.5426, 0.5827], [-0.3475, 0.6304, 0.2465], [0.3676, -0.4978, -0.3961], [-0.3865, 1.8953, -0.5995], [2.9176, -0.6263, 0.4645], [-0.3254, -1.8085, -0.1002], [0.1862, -1.8734, -2.2916], [-2.3574, 0.1970, -0.4301], [-2.2416, 0.3965, 1.3295], [-1.4327, -1.8465, 1.6229], [-2.3842, -2.1200, 0.1504], [0.1046, 0.8489, 1.2181], [-1.0760, 2.6084, -0.1493], [-0.7248, 1.6801, -1.6102], [0.5957, 2.3578, -0.6524], [3.2684, -1.3105, -0.2845], [2.6200, -1.0126, 1.4202], [3.0851, 0.4251, 0.3359]],
  "forces_ev_per_a": [[0.765, 0.154, 0.771], [-0.004, -0.082, 0.009], [-1.063, 0.239, 0.834], [-0.187, 0.503, 0.199], [0.472, -1.033, 0.115], [0.050, 0.038, 0.149], [-1.094, 0.031, -0.489], [1.122, 0.170, -0.781], [-0.247, -0.084, -0.560], [-0.030, 0.047, -0.023], [-0.031, 0.026, -0.062], [-0.037, -0.003, -0.124], [0.077, -0.005, 0.037], [-0.002, -0.135, -0.072], [0.036, 0.028, -0.018], [-0.065, -0.019, -0.086], [0.038, 0.053, -0.027], [0.130, -0.110, -0.135], [-0.050, -0.049, 0.242], [0.122, 0.230, 0.021]],
  "nbo_charge": [0.1492, -0.4052, -0.2441, -0.2919, 0.2593, -0.5984, -0.3756, -0.2488, 0.2663, 0.2251, 0.2566, 0.2416, 0.2458, 0.2542, 0.2407, 0.2172, 0.2336, 0.1916, 0.1901, 0.1927],
  "charge": 1,
  "gap_ev": [8.3, 7.1],
  "e_lumo_ha": [-0.2008, -0.2207]
}

=====

(2)
{
  "formula": "C12H24N4S",
  "method": "the ωB97M-V functional and the def2-TZVPD basis",
  "symbols": ["C", "C", "C", "C", "C", "C", "C", "C", "C", "C", "S", "C", "N", "N", "C", "N", "N", "H", "H", "H", "H", "H", "H", "H", "H", "H", "H", "H", "H", "H", "H", "H", "H", "H", "H", "H", "H", "H", "H", "H", "H"],
  "xyz": [[-4.3818, 0.1248, -4.2681], [-2.8785, 0.2027, -4.0286], [-2.1685, 0.9348, -5.1643], [-0.6424, 0.9252, -5.0593], [-0.0878, 1.6793, -3.8424], [0.2782, 0.7638, -2.6745], [0.8247, 1.5579, -1.4895], [1.1079, 0.6963, -0.2596], [2.2284, -0.3168, -0.4819], [2.6586, -0.9992, 0.8077], [1.3154, -1.9958, 1.5574], [0.7553, -0.9017, 2.7742], [1.2985, 0.2666, 3.0379], [0.5341, 0.7383, 4.0612], [-0.4177, -0.1780, 4.3574], [-1.2988, -0.0528, 5.3873], [-0.3067, -1.2156, 3.5584], [-4.8073, 1.1229, -4.3514], [-4.5952, -0.4142, -5.1890], [-4.8748, -0.3910, -3.4472], [-2.6962, 0.7212, -3.0862], [-2.4734, -0.8081, -3.9420], [-2.5186, 1.9697, -5.1982], [-2.4497, 0.4644, -6.1106], [-0.2909, -0.1086, -5.0355], [-0.2474, 1.3802, -5.9707], [-0.8180, 2.4204, -3.5103], [0.8121, 2.2251, -4.1362], [-0.5969, 0.1981, -2.3529], [1.0299, 0.0491, -3.0140], [1.7419, 2.0709, -1.7900], [0.0955, 2.3250, -1.2157], [0.1974, 0.1655, 0.0266], [1.3874, 1.3452, 0.5736], [1.9065, -1.0782, -1.1940], [3.1011, 0.1928, -0.8995], [2.9539, -0.2773, 1.5659], [3.4707, -1.7011, 0.6199], [0.7531, 1.6203, 4.4918], [-1.5730, 0.8832, 5.6396], [-2.0498, -0.7236, 5.3552]],
  "forces_ev_per_a": [[0.198, -0.041, 0.150], [-0.162, 0.158, -0.275], [0.219, -0.261, 0.157], [-0.150, 0.320, -0.057], [0.086, -0.387, -0.074], [0.093, 0.502, 0.046], [-0.146, -0.358, 0.085], [0.221, 0.201, -0.225], [-0.220, 0.088, 0.235], [-0.303, -0.263, 0.041], [0.322, -0.269, -0.347], [0.159, 0.891, 0.453], [0.390, -0.016, -0.422], [-0.491, -0.450, 0.181], [0.639, 0.269, -0.362], [-0.254, 0.042, 0.305], [-0.458, -0.238, 0.252], [-0.097, 0.088, -0.021], [-0.069, -0.044, -0.095], [-0.135, -0.032, 0.034], [0.085, -0.053, 0.098], [0.078, -0.017, 0.090], [-0.047, 0.052, -0.061], [-0.082, 0.042, -0.045], [0.060, -0.069, -0.063], [0.047, -0.085, -0.028], [-0.022, 0.115, 0.035], [-0.011, 0.081, 0.041], [-0.044, -0.133, 0.012], [-0.021, -0.116, -0.035], [0.026, 0.106, -0.026], [0.016, 0.085, -0.033], [-0.037, 0.019, 0.098], [-0.059, -0.055, 0.036], [0.072, -0.009, -0.108], [0.047, -0.005, -0.089], [0.156, -0.034, -0.046], [0.026, 0.033, 0.093], [-0.041, -0.130, -0.016], [-0.073, -0.099, -0.027], [-0.017, 0.072, 0.016]],
  "nbo_charge": [-0.5988, -0.3971, -0.3858, -0.3911, -0.3958, -0.3951, -0.3849, -0.4021, -0.4096, -0.5109, 0.2642, 0.1565, -0.3610, -0.3977, 0.5193, -0.8052, -0.5435, 0.1993, 0.1995, 0.2070, 0.1932, 0.1943, 0.1909, 0.1963, 0.1938, 0.2031, 0.1919, 0.1997, 0.1973, 0.1934, 0.1897, 0.1966, 0.2042, 0.2130, 0.2011, 0.2015, 0.2475, 0.2216, 0.4098, 0.3871, 0.4068],
  "smiles": "CCCCCCCCCCSc1n[nH]c(N)n1",
  "gap_ev": 8.7,
  "e_lumo_ha": 0.0236
}

=====

(3)
{
  "formula": "C26H23F3NO9S3",
  "method": "the ωB97M-V functional and the def2-TZVPD basis",
  "symbols": ["C", "O", "C", "C", "C", "C", "C", "C", "O", "O", "C", "C", "C", "O", "C", "O", "C", "C", "H", "H", "H", "H", "H", "H", "H", "H", "H", "H", "H", "H", "H", "F", "C", "F", "F", "S", "N", "S", "C", "C", "C", "C", "C", "C", "O", "O", "S", "C", "C", "C", "C", "C", "C", "O", "O", "H", "H", "H", "H", "H", "H", "H", "H", "H", "H"],
  "xyz": [[-4.2338, 0.6115, -3.8723], [-3.3721, 1.7741, -3.8581], [-2.0280, 1.5667, -3.8327], [-1.2062, 2.6913, -3.5751], [0.1318, 2.5286, -3.3165], [0.7912, 1.2618, -3.4998], [2.2149, 1.1628, -3.3815], [2.9144, -0.1041, -3.5804], [2.4046, -1.2011, -3.7112], [4.2916, -0.0489, -3.7072], [4.9490, 1.1584, -3.3161], [4.9714, 1.3145, -1.8084], [6.3608, 1.1087, -3.9098], [4.3175, 2.2854, -3.9351], [2.9470, 2.3504, -3.8559], [2.4335, 3.3675, -4.2892], [-0.0565, 0.1567, -3.8204], [-1.4169, 0.3073, -4.0197], [-5.2335, 1.0144, -3.7006], [-4.1888, 0.1126, -4.8534], [-3.9586, -0.0809, -3.0592], [-1.6832, 3.6708, -3.5724], [0.7094, 3.4088, -3.0518], [3.9579, 1.3607, -1.3929], [5.5043, 0.4558, -1.3899], [5.5056, 2.2369, -1.5672], [6.3049, 1.0400, -5.0005], [6.9073, 2.0177, -3.6501], [6.8880, 0.2342, -3.5278], [0.4168, -0.8174, -3.9598], [-2.0118, -0.5498, -4.3408], [1.8023, 0.9031, 2.7213], [0.8109, 0.0784, 3.1305], [1.1191, -0.3981, 4.3586], [-0.3456, 0.7848, 3.2311], [0.6657, -1.2527, 1.8632], [-0.6722, -2.0232, 2.6316], [-0.3061, -3.3046, 3.8932], [-1.1256, -2.6331, 5.3580], [-0.4271, -2.6358, 6.5721], [-1.1019, -2.2597, 7.7406], [-2.4454, -1.8808, 7.6958], [-3.1214, -1.8648, 6.4737], [-2.4661, -2.2768, 5.3124], [-1.0212, -4.4568, 3.4274], [1.1128, -3.3434, 4.1254], [-1.9960, -2.2625, 1.5179], [-2.0375, -0.6673, 0.7227], [-3.0200, 0.2842, 0.9993], [-2.8752, 1.5736, 0.4748], [-1.7433, 1.8918, -0.2814], [-0.8457, 0.8901, -0.6297], [-1.0806, -0.4201, -0.2641], [-1.6311, -3.2511, 0.5389], [-3.1683, -2.3779, 2.3429], [0.6167, -2.9311, 6.5924], [-0.5703, -2.2692, 8.6895], [-2.9728, -1.5992, 8.6089], [-4.1591, -1.5481, 6.4159], [-3.0002, -2.3036, 4.3715], [-3.8624, 0.0216, 1.6377], [-3.6245, 2.3433, 0.6661], [-1.5724, 2.9131, -0.6398], [0.0336, 1.1077, -1.2313], [-0.5013, -1.2275, -0.7111]],
  "forces_ev_per_a": [[0.744, 0.849, -0.007], [-1.164, -0.485, -0.183], [1.442, -0.529, -0.108], [-1.147, -0.897, 0.076], [0.613, -0.624, -0.517], [-2.266, -0.083, 0.133], [2.424, 0.141, -0.813], [-0.905, 1.037, 0.109], [0.361, -0.300, 0.185], [0.455, 0.403, 0.244], [-0.287, 0.071, -0.771], [0.004, -0.061, 0.165], [-0.375, -0.074, -0.001], [0.326, -0.473, 0.368], [-0.900, -0.616, -0.074], [0.692, 0.165, 0.129], [1.201, 0.598, -0.102], [-0.992, 0.876, 0.295], [0.084, -0.157, -0.064], [-0.030, 0.012, 0.341], [-0.062, 0.144, -0.324], [0.110, -0.138, 0.291], [-0.099, -0.316, -0.108], [0.260, -0.037, -0.161], [-0.067, 0.138, 0.089], [-0.039, -0.102, 0.075], [-0.104, -0.015, 0.199], [-0.071, -0.080, 0.055], [0.008, 0.040, 0.028], [-0.284, 0.423, 0.016], [0.154, 0.181, 0.285], [-0.634, -0.401, 0.423], [-0.228, 0.108, -0.561], [-0.289, 0.508, -0.733], [1.028, -0.421, 0.161], [0.404, -0.281, 1.935], [0.809, -0.486, 0.157], [-0.483, 0.507, -0.773], [0.305, -0.291, 0.328], [-0.292, 0.158, -0.145], [0.020, -0.088, -0.282], [0.071, 0.012, -0.245], [0.425, -0.211, 0.053], [-0.227, 0.215, -0.044], [0.211, 0.366, 0.370], [-0.994, 0.271, -0.263], [-0.393, 0.639, -0.564], [-0.403, -0.375, -0.757], [0.244, 0.187, 0.534], [0.045, -0.099, -0.104], [-0.143, 0.090, 0.236], [0.077, 0.108, -0.522], [0.069, 0.002, 0.280], [-0.115, 0.347, 0.773], [0.185, -0.448, -0.242], [-0.121, 0.066, 0.016], [-0.085, -0.004, -0.187], [0.221, -0.044, -0.240], [0.160, -0.108, 0.028], [0.051, 0.009, 0.058], [0.277, 0.103, -0.023], [0.144, -0.317, 0.013], [-0.102, -0.451, 0.184], [-0.386, 0.023, -0.081], [0.062, 0.216, 0.366]],
  "nbo_charge": [-0.2522, -0.5182, 0.2618, -0.2729, -0.2049, -0.0503, -0.5295, 0.7724, -0.6690, -0.5473, 0.5283, -0.6666, -0.6200, -0.5434, 0.7742, -0.6653, -0.1804, -0.3415, 0.1865, 0.1731, 0.1847, 0.2062, 0.2371, 0.2402, 0.2102, 0.2096, 0.2253, 0.2089, 0.2094, 0.2465, 0.2044, -0.3178, 0.8322, -0.3210, -0.3211, 0.4680, -1.0873, 2.2712, -0.3288, -0.1819, -0.2183, -0.1868, -0.2255, -0.1323, -0.8913, -0.8854, 2.2879, -0.2889, -0.2198, -0.2229, -0.1686, -0.2122, -0.1826, -0.8933, -0.9425, 0.2442, 0.2185, 0.2157, 0.2204, 0.2606, 0.2342, 0.2141, 0.2321, 0.2626, 0.2492],
  "charge": -1,
  "gap_ev": 5.3,
  "e_lumo_ha": 0.0635
}

=====

| no. | total energy (a.u.) |
| --- | --- |
| 1 | -328.19860 |
| 2 | -1088.87018 |
| 3 | -3230.66935 |